Below is a 3-piece molecular cluster, C23H45FIN6O8P2S2 overall at a distorted geometry, with properties calculated with ωB97M-V/def2-TZVPD.

Structure (XYZ):
```
88
Properties=species:S:1:pos:R:3:mulliken_charge:R:1
C -2.013 -6.676 0.374 -1.15
C -0.760 -5.854 0.666 0.18
F -0.818 -5.311 1.931 -0.32
N -0.496 -4.792 -0.283 -0.16
C -1.368 -3.840 -0.605 0.20
N -2.624 -3.753 -0.126 -0.07
C -3.143 -2.688 -0.730 0.25
C -4.566 -2.333 -0.458 0.20
C -4.981 -2.558 1.010 -0.73
C -6.144 -3.562 1.169 -0.67
S -7.608 -3.132 0.196 -0.04
C -7.487 -4.012 -1.309 0.08
S -8.421 -3.656 -2.574 -0.14
N -6.523 -5.051 -1.432 0.27
C -6.448 -6.252 -0.754 -0.35
C -5.373 -6.931 -1.227 -0.52
N -4.737 -6.161 -2.200 -0.57
C -5.444 -5.070 -2.270 -0.21
N -2.281 -2.088 -1.554 -0.26
I -2.675 -0.450 -2.686 0.36
N -1.136 -2.830 -1.453 -0.12
H -2.274 -6.688 -0.683 0.31
H -2.833 -6.254 0.957 0.26
H -1.857 -7.687 0.750 0.42
H 0.097 -6.529 0.647 0.36
H 0.413 -4.754 -0.715 0.26
H -4.822 -1.324 -0.781 0.35
H -5.145 -2.997 -1.103 -0.30
H -4.139 -2.846 1.640 0.44
H -5.344 -1.611 1.418 0.37
H -6.453 -3.496 2.215 0.48
H -5.793 -4.581 0.997 0.18
H -7.138 -6.571 0.012 0.48
H -4.999 -7.908 -0.969 0.45
H -5.138 -4.315 -2.982 0.55
H -0.313 -2.567 -1.973 0.18
O -1.648 2.693 2.172 -0.86
P -0.418 3.419 1.736 1.09
O -0.826 3.644 0.153 -0.23
C -1.845 4.593 -0.167 -0.43
C -1.347 6.024 -0.064 -0.95
O 0.621 2.163 1.553 -0.26
C 0.459 0.951 2.285 -0.73
C -0.235 -0.087 1.430 -0.97
O 0.858 4.454 1.483 -0.18
C 1.391 5.149 2.641 -0.42
C 2.028 4.197 3.635 -1.06
H -2.715 4.437 0.479 0.35
H -2.153 4.384 -1.192 0.31
H -1.132 6.291 0.974 0.20
H -2.097 6.720 -0.441 0.43
H -0.425 6.153 -0.630 0.21
H -0.081 1.120 3.217 0.40
H 1.458 0.601 2.555 0.35
H -1.183 0.292 1.042 0.26
H -0.427 -0.999 2.000 0.51
H 0.387 -0.339 0.566 0.23
H 0.595 5.726 3.116 0.34
H 2.133 5.853 2.269 0.37
H 1.279 3.543 4.094 0.34
H 2.522 4.752 4.432 0.43
H 2.759 3.556 3.141 0.19
O 6.176 1.486 0.073 -0.79
P 5.636 2.324 -1.028 1.13
O 6.831 2.445 -2.119 -0.34
C 7.210 1.284 -2.860 -0.33
C 6.209 0.954 -3.954 -0.91
O 5.703 3.822 -0.376 -0.36
C 5.825 4.015 1.032 -0.13
C 7.265 4.287 1.414 -1.29
O 4.451 2.813 -2.053 -0.32
C 3.104 2.379 -1.756 -0.72
C 2.582 2.981 -0.467 -0.47
H 7.339 0.435 -2.182 0.28
H 8.181 1.503 -3.303 0.33
H 5.255 0.630 -3.529 0.20
H 6.586 0.152 -4.589 0.41
H 6.008 1.831 -4.569 0.25
H 5.425 3.162 1.581 0.33
H 5.207 4.880 1.288 0.29
H 7.923 3.496 1.056 0.31
H 7.371 4.369 2.497 0.37
H 7.607 5.217 0.958 0.31
H 3.078 1.285 -1.709 0.30
H 2.481 2.688 -2.595 0.38
H 3.139 2.602 0.396 0.15
H 1.536 2.737 -0.324 0.37
H 2.697 4.064 -0.475 0.29
```

E_HOMO = -11.40 eV
HOMO-LUMO gap = 6.670 eV
E_LUMO = -4.72 eV
energy relative to the best compared isomer or geometry (same formula, charge and spin) = 0.00 kcal/mol
net charge = +1
max |F| = 8.2 eV/Å

=====

Below is C22H22O2S4Tc as an isolated structure, with properties calculated with ωB97M-V/def2-TZVPD.

Structure (XYZ):
```
51
Properties=species:S:1:pos:R:3:mulliken_charge:R:1
Tc -1.326 -0.670 -0.695 0.99
S -0.380 -1.289 -2.585 -0.19
C -1.672 -1.717 -3.697 0.80
C -1.403 -2.172 -4.983 -0.71
C -2.470 -2.478 -5.811 -0.59
C -3.783 -2.332 -5.368 -0.57
C -4.049 -1.878 -4.087 -0.64
C -2.976 -1.572 -3.257 0.59
S -3.232 -0.991 -1.620 0.03
H -0.383 -2.284 -5.327 0.44
H -2.277 -2.834 -6.814 0.40
H -4.606 -2.574 -6.026 0.41
H -5.068 -1.762 -3.741 0.44
O -0.969 1.232 -0.759 -0.69
S 0.341 1.860 -1.400 0.36
C 1.665 0.804 -0.744 -0.73
C 1.469 0.315 0.688 0.27
C 2.285 -0.945 1.000 -1.15
C 1.698 -2.251 0.475 -0.70
S 0.169 -2.889 1.235 0.13
O -1.020 -2.126 0.562 -0.60
C 0.241 -2.240 2.879 0.52
C -0.536 -1.171 3.294 -0.05
C -0.419 -0.745 4.609 -0.75
C 0.458 -1.383 5.476 -0.54
C 1.215 -2.466 5.045 -0.55
C 1.102 -2.914 3.739 -0.50
C 0.522 3.365 -0.521 0.67
C 0.170 3.503 0.819 -0.20
C 0.369 4.729 1.425 -0.74
C 0.919 5.786 0.702 -0.45
C 1.257 5.635 -0.634 -0.64
C 1.046 4.417 -1.265 -0.50
H 2.573 1.401 -0.850 0.60
H 1.727 -0.016 -1.463 0.45
H 0.412 0.117 0.909 -0.25
H 1.737 1.108 1.387 0.47
H 2.425 -1.020 2.078 0.41
H 3.286 -0.854 0.571 0.48
H 2.398 -3.078 0.620 0.52
H 1.461 -2.238 -0.594 0.40
H -1.249 -0.707 2.626 0.53
H -1.029 0.075 4.962 0.45
H 0.537 -1.048 6.501 0.42
H 1.878 -2.975 5.731 0.44
H 1.664 -3.780 3.408 0.39
H -0.281 2.685 1.364 0.43
H 0.091 4.870 2.460 0.41
H 1.069 6.741 1.187 0.42
H 1.665 6.465 -1.192 0.43
H 1.275 4.292 -2.316 0.43
```

2S+1 = 2
⟨S²⟩ = 0.7631
E_HOMO (spin up / spin down) = -14.00 / -14.35 eV
HOMO-LUMO gap (spin up / spin down) = 6.639 / 6.794 eV
E_LUMO (spin up / spin down) = -7.36 / -7.56 eV
net charge = +2
max |F| = 0.4 eV/Å

=====

Below is a 2-piece molecular cluster, C31H30N4O2 overall at a distorted geometry, with properties calculated with ωB97M-V/def2-TZVPD.

Structure (XYZ):
```
67
Properties=species:S:1:pos:R:3:mulliken_charge:R:1
C 0.624 -0.809 -2.099 -0.53
C 2.005 -0.804 -2.241 0.15
N 3.169 -0.710 -2.393 -0.73
C -0.115 -2.008 -2.023 0.82
C -1.546 -2.039 -1.888 -0.51
C -2.228 -3.233 -1.779 -0.49
C -1.518 -4.453 -1.831 -0.29
N -2.208 -5.687 -1.741 0.96
O -1.538 -6.746 -1.794 -0.65
O -3.457 -5.676 -1.614 -0.67
C -0.120 -4.459 -1.982 -0.46
C 0.566 -3.266 -2.076 -0.74
H 0.111 0.154 -2.150 0.30
H -2.106 -1.100 -1.877 0.50
H -3.306 -3.283 -1.661 0.52
H 0.392 -5.414 -2.024 0.47
H 1.651 -3.288 -2.201 0.36
C 1.773 4.996 -1.840 -0.86
C 3.243 5.245 -1.517 -0.64
N 3.867 4.034 -1.054 0.03
C 5.297 3.801 -1.033 -0.76
C 5.442 2.423 -0.343 -0.82
C 4.049 2.031 0.012 0.31
C 3.495 0.946 0.647 -0.62
C 2.077 0.903 0.902 0.96
C 1.545 -0.263 1.495 -0.75
C 0.183 -0.623 1.595 0.79
C -0.191 -1.671 2.509 -0.84
C -1.512 -2.012 2.663 0.30
C -2.479 -1.260 1.964 0.32
N -3.725 -1.701 2.221 -0.01
C -4.889 -1.171 1.560 -0.59
C -4.653 0.276 1.136 -0.94
C -3.313 0.517 0.430 -0.68
C -2.185 -0.223 1.070 -1.11
C -0.844 -0.002 0.814 0.02
C -3.725 -2.850 3.103 -0.77
C -2.231 -3.057 3.448 -0.71
C 1.287 2.054 0.569 -1.14
C 1.804 3.084 -0.200 0.08
C 3.187 3.056 -0.429 0.42
C 1.017 4.225 -0.751 -0.78
H 1.284 5.958 -2.005 0.38
H 1.714 4.420 -2.770 0.35
H 3.784 5.598 -2.404 0.40
H 3.310 6.035 -0.748 0.29
H 5.707 3.787 -2.053 0.35
H 5.815 4.590 -0.470 0.33
H 5.901 1.699 -1.024 0.31
H 6.084 2.512 0.542 0.29
H 4.117 0.094 0.927 0.38
H 2.262 -0.945 1.956 0.34
H 0.586 -2.171 3.095 0.45
H -5.134 -1.774 0.667 0.27
H -5.740 -1.240 2.250 0.41
H -5.467 0.586 0.478 0.39
H -4.680 0.909 2.030 0.34
H -3.383 0.235 -0.633 0.22
H -3.094 1.594 0.452 0.37
H -0.585 0.661 -0.010 0.89
H -4.324 -2.651 4.003 0.33
H -4.147 -3.733 2.601 0.36
H -1.916 -4.070 3.173 0.32
H -2.071 -2.934 4.525 0.31
H 0.262 2.149 0.927 1.08
H 0.742 4.908 0.067 0.34
H 0.079 3.844 -1.175 0.31
```

E_HOMO = -5.69 eV
HOMO-LUMO gap = 4.006 eV
E_LUMO = -1.68 eV
energy relative to the best compared isomer or geometry (same formula, charge and spin) = 0.00 kcal/mol
net charge = 0
max |F| = 2.3 eV/Å

=====

Below is a 13-piece molecular cluster, BF4H24O12 overall at a distorted geometry, with properties calculated with ωB97M-V/def2-TZVPD.

Structure (XYZ):
```
41
Properties=species:S:1:pos:R:3:mulliken_charge:R:1
B 0.162 -0.012 0.085 0.79
F -0.125 1.131 0.876 -0.30
F 1.011 -0.781 0.860 -0.30
F -1.013 -0.640 -0.185 -0.37
F 0.764 0.452 -1.115 -0.59
O -2.874 1.244 -0.508 -0.73
H -2.945 1.270 -1.463 0.48
H -2.062 0.766 -0.341 0.30
O -3.180 -1.359 -2.257 -0.57
H -3.218 -1.717 -3.144 0.28
H -2.727 -0.521 -2.356 0.22
O 0.034 3.578 1.867 -0.68
H -0.556 3.790 1.144 0.29
H 0.337 2.690 1.678 0.42
O -3.185 -2.789 0.325 -0.67
H -2.293 -2.976 0.032 0.28
H -3.523 -2.166 -0.319 0.33
O 2.581 2.507 -2.461 -0.62
H 3.140 3.281 -2.387 0.28
H 2.816 1.969 -1.705 0.29
O 4.064 -1.082 1.850 -0.69
H 4.561 -1.832 1.527 0.29
H 3.767 -0.632 1.060 0.48
O -2.130 1.014 -3.096 -0.57
H -2.480 1.383 -3.906 0.22
H -1.337 1.521 -2.924 0.26
O 3.213 0.222 -0.469 -0.89
H 3.433 -0.667 -0.745 0.30
H 2.258 0.261 -0.521 0.61
O -0.129 -1.383 -2.905 -0.69
H -0.340 -0.849 -2.139 0.35
H 0.826 -1.437 -2.905 0.30
O 2.525 0.380 3.630 -0.60
H 2.852 -0.028 2.828 0.32
H 2.843 1.282 3.587 0.29
O -0.442 -3.201 2.190 -0.70
H -0.396 -2.452 1.596 0.29
H -0.085 -2.875 3.016 0.31
O -2.107 0.542 3.447 -0.68
H -2.329 -0.361 3.675 0.30
H -1.709 0.478 2.578 0.35
```

E_HOMO = -7.73 eV
HOMO-LUMO gap = 10.020 eV
E_LUMO = 2.29 eV
energy relative to the best compared isomer or geometry (same formula, charge and spin) = 38.77 kcal/mol
net charge = -1
max |F| = 2.4 eV/Å

=====

Below is one molecule with the formula C4H7NO3 at a distorted geometry, with properties calculated with ωB97M-V/def2-TZVPD.

Structure (XYZ):
```
15
Properties=species:S:1:pos:R:3:mulliken_charge:R:1
C 2.082 1.179 -0.053 -1.00
C 1.304 -0.100 -0.067 0.68
O 1.516 -1.094 -0.681 -0.47
O 0.510 -0.172 1.306 -0.46
C -0.682 -0.509 0.787 0.47
O -1.163 -1.734 1.121 -0.53
C -1.203 0.179 -0.267 -0.25
N -2.231 -0.312 -1.072 -0.53
H 3.140 0.929 0.028 0.32
H 1.805 1.818 0.778 0.31
H 1.906 1.708 -0.990 0.30
H -0.442 -2.247 1.510 0.34
H -0.972 1.226 -0.383 0.37
H -2.984 0.336 -1.249 0.23
H -2.585 -1.207 -0.768 0.23
```

E_HOMO = -7.41 eV
SMILES = CC(=O)O/C(O)=C/N
HOMO-LUMO gap = 8.127 eV
E_LUMO = 0.72 eV
energy relative to the best compared isomer or geometry (same formula, charge and spin) = 64.77 kcal/mol
net charge = 0
max |F| = 3.1 eV/Å

=====

Below is C28H40AsCaClN5O5S2 as an isolated structure at a distorted geometry, with properties calculated with ωB97M-V/def2-TZVPD.

Structure (XYZ):
```
83
Properties=species:S:1:pos:R:3:mulliken_charge:R:1
Ca -0.660 1.222 0.707 1.00
O 0.871 0.040 1.833 -0.49
S 0.062 0.343 3.104 1.28
O 0.480 -0.503 4.193 -0.76
O 0.195 1.794 3.309 -0.59
O -1.350 0.104 2.633 -0.76
C -1.751 -6.217 0.254 -1.09
C -1.867 -5.572 1.628 -0.84
N -2.273 -4.173 1.568 0.40
C -1.247 -3.160 1.825 -0.73
C -0.169 -3.132 0.754 -0.43
C -3.591 -3.927 1.393 0.39
O -4.418 -4.832 1.309 -0.67
C -4.053 -2.503 1.272 0.43
C -5.060 -2.038 2.104 -0.51
C -5.552 -0.760 1.906 -0.55
C -5.030 -0.003 0.866 -0.42
N -4.070 -0.438 0.056 -0.31
C -3.592 -1.658 0.268 -0.11
H -1.474 -7.269 0.351 0.37
H -0.999 -5.717 -0.357 0.27
H -2.710 -6.163 -0.261 0.31
H -0.914 -5.606 2.158 0.39
H -2.604 -6.116 2.221 0.45
H -0.800 -3.365 2.802 0.25
H -1.710 -2.182 1.912 0.26
H 0.399 -4.066 0.725 0.36
H 0.518 -2.311 0.958 -0.05
H -0.605 -2.971 -0.236 0.20
H -5.454 -2.679 2.883 0.45
H -6.330 -0.354 2.539 0.40
H -5.394 1.002 0.678 0.38
H -2.806 -1.985 -0.407 0.44
C -2.671 1.085 -4.255 -0.41
C -1.821 0.077 -3.819 -0.55
C -1.282 0.124 -2.536 -0.30
C -1.545 1.154 -1.615 0.40
C -2.411 2.147 -2.111 -0.75
C -2.967 2.129 -3.386 -0.51
H -3.096 1.056 -5.252 0.33
H -1.572 -0.746 -4.482 0.34
H -0.605 -0.683 -2.258 0.17
H -2.678 2.996 -1.479 0.17
H -3.628 2.929 -3.706 0.32
S 2.501 0.228 -1.303 -0.40
C 3.346 -0.881 -0.349 -0.03
N 3.230 -0.925 0.979 0.50
C 3.814 -1.954 1.825 -0.41
C 5.073 -2.510 1.184 -0.73
C 4.754 -2.903 -0.248 -0.61
N 4.222 -1.741 -0.936 -0.19
H 2.435 -0.408 1.383 -0.27
H 3.087 -2.756 1.993 0.28
H 4.027 -1.508 2.797 0.38
H 5.438 -3.368 1.747 0.37
H 5.853 -1.745 1.179 0.30
H 4.033 -3.730 -0.254 0.27
H 5.648 -3.238 -0.776 0.37
H 4.182 -1.730 -1.941 0.25
Cl 4.425 2.730 2.821 -0.26
C 2.922 3.411 2.289 0.14
C 2.422 4.555 2.876 -0.36
C 1.219 5.050 2.400 -0.84
C 0.578 4.374 1.379 -0.31
N 1.055 3.256 0.832 0.39
C 2.214 2.779 1.282 -0.13
H 2.958 5.037 3.682 0.43
H 0.776 5.943 2.819 0.42
H -0.353 4.745 0.964 0.41
H 2.586 1.873 0.819 0.06
C 0.325 5.851 -3.696 -1.23
As 0.534 4.365 -2.413 0.38
C 2.445 4.666 -2.053 -1.09
C 0.780 2.937 -3.722 -0.61
H 1.126 5.849 -4.438 0.35
H 0.335 6.800 -3.159 0.36
H -0.634 5.752 -4.205 0.35
H 2.989 4.837 -2.984 0.43
H 2.851 3.784 -1.558 0.18
H 2.573 5.526 -1.394 0.35
H 1.443 3.267 -4.525 0.44
H -0.189 2.641 -4.121 0.20
H 1.214 2.072 -3.222 -0.05
```

E_HOMO = -4.93 eV
HOMO-LUMO gap = 7.258 eV
E_LUMO = 2.33 eV
energy relative to the best compared isomer or geometry (same formula, charge and spin) = 30.69 kcal/mol
net charge = -1
max |F| = 1.0 eV/Å

=====

Below is one molecule with the formula C4H7NO at a distorted geometry, with properties calculated with ωB97M-V/def2-TZVPD.

Structure (XYZ):
```
13
Properties=species:S:1:pos:R:3:mulliken_charge:R:1
C -1.136 -0.480 1.183 -1.16
C -0.407 -0.744 -0.092 0.33
N -0.467 0.118 -1.216 -0.49
C 0.836 -0.019 -0.501 -0.21
C 1.292 1.380 -0.256 -0.23
O 0.660 2.332 -0.648 -0.44
H -1.100 0.579 1.446 0.33
H -0.629 -1.059 1.962 0.30
H -2.176 -0.807 1.108 0.29
H -0.327 -1.797 -0.368 0.39
H -0.524 -0.298 -2.133 0.21
H 1.673 -0.727 -0.652 0.35
H 2.306 1.523 0.166 0.34
```

E_HOMO = -9.61 eV
SMILES = C[C@H]1N[C@H]1C=O
HOMO-LUMO gap = 10.455 eV
E_LUMO = 0.84 eV
energy relative to the best compared isomer or geometry (same formula, charge and spin) = 62.48 kcal/mol
net charge = 0
max |F| = 1.1 eV/Å

=====

Below is C6H8N2O as an isolated structure at a distorted geometry, with properties calculated with ωB97M-V/def2-TZVPD.

Structure (XYZ):
```
17
Properties=species:S:1:pos:R:3:mulliken_charge:R:1
C -1.496 -1.106 0.271 -0.88
C 0.747 -0.178 0.857 0.02
C 1.387 1.045 0.567 -0.54
C 1.003 1.320 -0.683 -0.20
C -0.016 0.493 -1.189 0.29
C -0.533 0.418 -2.606 -0.20
H -1.378 -1.929 1.048 0.33
H -2.071 -1.882 -0.484 0.29
H -2.165 -0.300 0.797 0.29
H 0.298 -0.172 3.201 0.30
H 1.789 -1.401 2.406 0.30
H 2.028 1.674 1.097 0.47
H 1.307 2.476 -1.108 0.17
H -1.305 -0.337 -2.722 0.30
N -0.071 -0.460 -0.151 0.15
N 0.712 -0.863 2.189 -0.61
O -0.236 1.200 -3.491 -0.51
```

E_HOMO = -8.43 eV
HOMO-LUMO gap = 8.786 eV
E_LUMO = 0.36 eV
energy relative to the best compared isomer or geometry (same formula, charge and spin) = 112.61 kcal/mol
net charge = 0
max |F| = 7.5 eV/Å

=====

Question: Which formula does entry 7 have?
Answer: C4H7NO